14
Properties=species:S:1:pos:R:3:mulliken_charge:R:1 method="wB97M-V/def2-TZVPD" multiplicity=1 total_charge=0 energy_ev=-8730.20337 smiles=CCc1c[nH]nn1 homo_energy_ev=-8.95
C 0.5994 -1.6235 -1.0895 -1.09
C -0.2532 -0.3525 -1.1445 -0.48
C -0.0248 0.5622 0.0164 0.20
C -0.8065 0.7211 1.1353 -0.07
N -0.2442 1.5820 1.9667 -0.11
N 1.0971 2.0231 1.2361 -0.48
N 1.0648 1.3617 0.1719 -0.06
H 0.3966 -2.2685 -1.9518 0.32
H 1.6654 -1.3741 -1.0922 0.32
H 0.3922 -2.1950 -0.1775 0.32
H -0.0660 0.1831 -2.0799 0.27
H -1.3172 -0.6213 -1.1487 0.27
H -1.7493 0.2205 1.3142 0.37
H -0.7543 1.7811 2.8435 0.23